(1)
{
  "formula": "C4H12NO",
  "method": "ωB97M-V with the def2-TZVPD basis set",
  "symbols": ["C", "C", "C", "C", "N", "H", "H", "H", "H", "H", "H", "H", "H", "H", "H", "H", "H", "O"],
  "xyz": [[-0.261, 1.809, 1.725], [1.058, 1.255, 1.016], [0.412, 0.483, -0.191], [1.039, -1.127, -1.917], [1.332, -0.383, -0.862], [-0.089, 2.563, 2.499], [-0.949, 1.093, 2.051], [-0.813, 2.336, 0.833], [1.800, 0.658, 1.683], [1.616, 2.080, 0.516], [-0.042, 1.302, -0.951], [-0.558, -0.096, 0.017], [0.038, -0.886, -2.273], [1.821, -1.903, -2.205], [2.190, -0.480, -0.430], [-3.144, -2.172, 0.793], [-3.293, -1.288, -0.391], [-2.673, -1.881, 0.012]],
  "forces_ev_per_a": [[1.3, 2.4, -2.7], [-1.0, -0.4, 0.1], [-2.7, 2.0, -0.4], [1.7, 1.2, 3.0], [-2.2, -2.2, -3.8], [0.1, -0.3, -0.2], [-0.6, -1.5, 0.7], [0.8, -0.6, 1.8], [-1.6, 0.8, -1.2], [-0.3, -0.4, 0.8], [1.5, -1.7, 1.5], [1.6, 0.5, 0.3], [0.3, -0.8, -0.6], [-1.5, 1.2, -0.1], [2.4, -0.4, 1.0], [0.0, -0.3, 0.3], [-0.5, 0.5, -0.5], [0.6, -0.1, 0.2]],
  "orbital_gap_ev": 9.531,
  "e_homo_ev": -14.9451,
  "lumo_energy_ev": -5.4,
  "total_charge": 1
}

---

(2)
{
  "formula": "C21H19N3O3",
  "method": "ωB97M-V with the def2-TZVPD basis set",
  "symbols": ["O", "C", "N", "C", "C", "C", "C", "C", "C", "C", "N", "C", "C", "C", "C", "C", "C", "O", "N", "C", "O", "C", "C", "C", "C", "C", "C", "H", "H", "H", "H", "H", "H", "H", "H", "H", "H", "H", "H", "H", "H", "H", "H", "H", "H", "H"],
  "xyz": [[2.327, 0.967, 0.877], [1.523, 0.405, 0.162], [1.666, 0.215, -1.160], [2.864, 0.570, -1.873], [3.557, -0.682, -2.435], [2.707, -1.363, -3.470], [3.148, -1.535, -4.779], [2.321, -2.171, -5.689], [1.075, -2.611, -5.271], [0.719, -2.385, -3.951], [1.508, -1.785, -3.078], [0.274, -0.219, 0.736], [0.086, -1.551, 0.669], [-0.985, -2.299, 1.264], [-1.228, -3.652, 1.215], [-2.410, -3.877, 1.955], [-2.810, -2.657, 2.404], [-1.961, -1.695, 1.994], [-0.554, 0.639, 1.433], [-0.654, 1.976, 1.148], [-0.088, 2.488, 0.206], [-1.521, 2.740, 2.088], [-2.645, 2.195, 2.703], [-3.410, 2.970, 3.557], [-3.060, 4.286, 3.809], [-1.950, 4.837, 3.190], [-1.190, 4.071, 2.327], [1.029, -0.391, -1.662], [2.616, 1.256, -2.691], [3.521, 1.081, -1.166], [3.736, -1.373, -1.608], [4.516, -0.402, -2.870], [4.123, -1.178, -5.075], [2.643, -2.319, -6.710], [0.401, -3.112, -5.947], [-0.243, -2.699, -3.567], [0.804, -2.150, 0.130], [-0.631, -4.385, 0.714], [-2.894, -4.815, 2.128], [-3.646, -2.348, 3.000], [-1.155, 0.233, 2.137], [-2.951, 1.179, 2.497], [-4.285, 2.545, 4.027], [-3.658, 4.883, 4.482], [-1.680, 5.866, 3.379], [-0.325, 4.482, 1.829]],
  "forces_ev_per_a": [[0.1, 0.1, 0.2], [0.0, -0.1, -0.2], [-0.2, -0.1, -0.2], [0.3, 0.0, 0.1], [-0.1, 0.2, 0.1], [0.4, 0.0, -0.2], [-0.1, 0.0, 0.0], [-0.1, 0.0, 0.1], [0.1, 0.0, 0.0], [-0.2, -0.2, -0.3], [-0.1, 0.0, 0.3], [0.1, -0.5, -0.2], [0.0, 0.8, 0.0], [0.0, -1.2, -0.3], [0.2, 0.8, 0.0], [-0.3, 0.5, 0.3], [-0.3, -0.8, 0.1], [0.2, 0.4, 0.0], [-0.2, -0.2, 0.3], [-0.1, 0.0, -0.1], [0.0, 0.1, 0.1], [-0.2, 0.3, 0.1], [0.2, 0.0, -0.1], [-0.1, 0.0, 0.1], [-0.1, 0.0, 0.0], [0.0, 0.0, 0.0], [0.1, -0.1, -0.1], [0.0, 0.1, 0.3], [0.1, 0.0, 0.1], [-0.1, 0.0, -0.1], [0.1, 0.0, 0.0], [0.0, 0.0, 0.0], [0.1, 0.0, 0.0], [0.0, 0.0, -0.1], [-0.1, 0.0, 0.0], [-0.1, -0.1, -0.1], [0.1, 0.0, 0.0], [0.2, -0.1, -0.1], [-0.2, -0.1, 0.1], [-0.1, 0.1, 0.1], [0.2, 0.2, -0.1], [0.0, -0.1, 0.0], [-0.1, 0.0, 0.0], [0.0, 0.0, 0.1], [0.0, 0.1, 0.0], [0.1, 0.0, -0.1]],
  "orbital_gap_ev": 8.306,
  "e_homo_ev": -7.7402,
  "lumo_energy_ev": 0.6,
  "smiles": "O=C(NCCc1ccccn1)/C(=C/c1ccco1)NC(=O)c1ccccc1"
}

---

(3)
{
  "formula": "C5H20FN10O5V",
  "method": "ωB97M-V with the def2-TZVPD basis set",
  "symbols": ["V", "F", "C", "O", "N", "N", "H", "H", "H", "H", "C", "O", "N", "N", "H", "H", "H", "H", "C", "O", "N", "N", "H", "H", "H", "H", "C", "O", "N", "N", "H", "H", "H", "H", "C", "O", "N", "N", "H", "H", "H", "H"],
  "xyz": [[4.706, 31.563, 17.141], [4.281, 31.710, 15.094], [7.226, 33.435, 15.948], [6.447, 32.688, 16.511], [6.966, 34.065, 14.841], [8.504, 33.478, 16.155], [6.109, 33.852, 14.351], [7.737, 34.596, 14.464], [9.056, 33.880, 15.410], [8.848, 32.843, 16.861], [1.465, 31.850, 17.817], [2.632, 31.764, 17.523], [0.994, 32.719, 18.684], [0.566, 31.269, 17.179], [0.009, 32.569, 18.851], [1.619, 33.149, 19.351], [-0.275, 31.825, 17.121], [0.961, 30.812, 16.370], [1.341, 30.044, 13.801], [1.361, 29.964, 15.009], [0.471, 29.499, 12.969], [2.325, 30.576, 13.113], [0.579, 29.753, 11.997], [-0.307, 28.915, 13.242], [3.109, 30.961, 13.621], [2.327, 30.576, 12.103], [6.584, 31.631, 12.274], [7.679, 31.252, 11.816], [6.043, 32.746, 12.047], [5.956, 30.754, 13.047], [6.638, 33.352, 11.499], [5.175, 32.937, 12.527], [5.251, 31.126, 13.667], [6.503, 29.941, 13.292], [3.612, 35.151, 13.208], [4.264, 35.682, 14.132], [3.313, 35.720, 12.098], [3.161, 33.926, 13.168], [2.795, 35.123, 11.469], [3.458, 36.692, 11.863], [2.531, 33.671, 12.421], [3.253, 33.249, 13.911]],
  "forces_ev_per_a": [[-0.9, 1.5, -3.1], [0.1, -0.2, 1.6], [0.3, -0.5, -2.5], [-2.7, -2.0, 3.0], [-1.8, 1.5, -1.7], [2.9, -0.4, 2.5], [0.1, 0.7, 0.0], [-1.0, 0.1, -0.6], [0.6, -0.5, 0.8], [0.6, 0.4, -0.2], [0.5, 3.1, 2.0], [6.0, -0.9, -0.1], [-0.2, 1.4, 2.1], [-3.8, -2.7, -3.0], [0.3, 0.7, 0.9], [-0.5, 0.0, 0.0], [-0.3, -0.9, -0.5], [-0.7, -0.7, -1.0], [0.5, -0.9, -0.2], [-0.5, -0.2, 1.6], [-2.4, -0.9, -1.2], [2.5, 2.1, -1.1], [-0.5, -0.5, 0.2], [0.2, 0.3, 0.1], [0.0, -0.1, 0.0], [0.3, 0.0, 0.4], [5.0, -5.8, -0.2], [-0.2, 1.2, -0.4], [-2.0, 4.4, -0.9], [-1.8, -0.8, 1.3], [-0.7, 0.5, 0.1], [0.0, 0.9, -0.6], [0.1, -0.6, 0.5], [-0.3, 0.3, 0.0], [2.6, 2.1, 3.9], [-0.6, -1.1, -0.8], [-1.2, 2.6, -4.4], [-1.2, -4.7, 0.8], [0.2, 1.0, -0.5], [0.1, -0.3, 0.3], [0.1, -0.2, 0.5], [0.1, 0.3, 0.3]],
  "orbital_gap_ev": [7.443, 7.353],
  "e_homo_ev": [-11.2936, -11.2939],
  "lumo_energy_ev": [-3.9, -3.9],
  "total_charge": 1,
  "multiplicity": 4,
  "s_squared": 3.754
}